## A
Molecular formula: C3H5O2P
Method: DFT, ωB97M-V with the def2-TZVPD basis set

Cartesian coordinates (Å):
C  0.81463  0.23478  -0.62871
C  -1.64007  -0.45916  -0.45035
C  -0.35425  0.14619  -0.00090
O  1.98846  0.83726  -0.16725
O  1.90865  -0.39832  1.94272
P  2.54653  0.76695  1.39199
H  1.07908  -0.20461  -1.58529
H  -1.70472  -1.48614  -0.48858
H  -1.78522  -0.13949  -1.49799
H  -2.37338  -0.07867  0.17276
H  -0.47971  0.78120  1.31159

Gap between HOMO and LUMO in eV: 9.15
E_HOMO in Eh: -0.3437
LUMO level in eV: -0.198

Calculated atomic charges, method natural (NBO), unit e:
1 C 0.068
2 C -0.659
3 C -0.154
4 O -0.823
5 O -1.015
6 P 1.548
7 H 0.194
8 H 0.224
9 H 0.218
10 H 0.223
11 H 0.175

## B
Molecular formula: C3H5O2P
Method: DFT, ωB97M-V with the def2-TZVPD basis set

Cartesian coordinates (Å):
C  -0.54334  0.09335  -0.82895
C  1.39562  0.86122  0.35647
C  0.38963  -0.11860  0.08683
O  -1.49418  -0.90922  -1.19008
O  -2.15721  -1.17584  1.28171
P  -2.49849  -1.70416  -0.07523
H  -0.63196  1.01290  -1.32681
H  1.76596  0.99053  1.34541
H  1.06586  1.75412  -0.05388
H  2.23989  0.56676  -0.26843
H  0.46822  -1.37106  0.67296

Gap between HOMO and LUMO in eV: 9.02
E_HOMO in Eh: -0.3429
LUMO level in eV: -0.314

Calculated atomic charges, method natural (NBO), unit e:
1 C 0.057
2 C -0.661
3 C -0.144
4 O -0.820
5 O -1.001
6 P 1.519
7 H 0.187
8 H 0.228
9 H 0.213
10 H 0.220
11 H 0.203

Bottom line: B, by a margin of 0.0159 hartree.